# 1
Formula: C54H106N8O4
Source: the Open Molecules 2025 dataset
Level of theory: ωB97M-V/def2-TZVPD

Structure (XYZ):
```
172
C54H106N8O4 (ωB97M-V/def2-TZVPD)
C -2.54609 3.32115 -0.62639
C -1.36304 2.31172 -0.41740
C 0.05515 2.93011 -0.77903
C 1.24733 2.26998 0.00807
C 2.20229 1.38391 -0.87837
C 2.95369 0.26276 -0.05775
C 3.98104 -0.56605 -0.96857
C 3.13300 -1.30906 -2.10231
N 3.31236 -2.79771 -2.11373
C 3.15464 -3.37341 -3.38250
N 4.14810 -3.15130 -4.24098
O 4.11559 -3.62918 -5.52489
N 2.09946 -4.16367 -3.85867
C 0.94493 -4.22459 -2.90794
C 0.18208 -2.85918 -3.03982
N -0.76163 -2.55964 -1.94703
C -0.64674 -1.18791 -1.41876
C 1.54188 -4.56029 -1.51000
C 0.49428 -4.87537 -0.37008
C -0.81697 -5.60374 -0.82901
C -1.93345 -5.33522 0.29135
C -3.40124 -5.23764 -0.33747
N -3.93375 -3.88594 -0.07754
C -4.08202 -2.85410 -0.99321
C -4.58953 -1.69251 -0.32621
C -4.79038 -2.06440 1.10875
C -4.37151 -3.43828 1.14892
C 2.60009 -3.49959 -1.01330
C 3.72389 -4.33459 -0.21917
C 3.39389 -4.57164 1.30812
C 4.78452 -4.74819 2.07068
C 5.56128 -6.04756 1.61993
C 5.25911 -7.29576 2.54444
H -2.45044 4.27501 -0.04782
H -3.48209 2.82782 -0.23932
H -2.70628 3.60739 -1.70054
H -1.55891 1.44852 -1.10883
H -1.39162 2.00429 0.66272
H -0.01311 4.00765 -0.45323
H 0.20277 2.96692 -1.89009
H 1.87258 3.11726 0.40812
H 0.86989 1.67950 0.88328
H 1.55887 0.91512 -1.67885
H 2.92514 2.04190 -1.43424
H 2.13601 -0.41672 0.32459
H 3.43629 0.71360 0.84329
H 4.69463 0.12941 -1.47144
H 4.47826 -1.29997 -0.28355
H 3.37769 -0.88914 -3.10538
H 2.06255 -1.12251 -1.81475
H 4.97342 -2.60669 -3.98225
H 4.68604 -4.42576 -5.49327
H 2.39062 -5.10780 -4.11957
H 0.25574 -5.03885 -3.23290
H -0.43266 -2.92753 -3.98685
H 0.84347 -1.96560 -3.20059
H -1.71523 -2.77088 -2.22671
H -1.59176 -0.97925 -0.84480
H 0.17093 -1.19770 -0.64567
H -0.51134 -0.39646 -2.19950
H 2.14165 -5.50879 -1.64618
H 1.01063 -5.56412 0.35557
H 0.31451 -3.92431 0.19025
H -0.62862 -6.70942 -0.81809
H -1.26245 -5.23381 -1.77917
H -1.69010 -4.31877 0.70509
H -1.87500 -6.08919 1.11057
H -3.34331 -5.33237 -1.44906
H -4.06542 -6.04472 0.04832
H -3.82198 -2.89427 -2.07510
H -4.79149 -0.70126 -0.77184
H -5.17218 -1.41657 1.91707
H -4.42112 -4.01090 2.09456
H 2.13639 -2.79309 -0.27328
H 4.02012 -5.26370 -0.76220
H 4.63427 -3.66584 -0.24092
H 2.90817 -5.58303 1.38793
H 2.77655 -3.74721 1.73334
H 5.42282 -3.83294 2.02493
H 4.51484 -4.88512 3.15708
H 5.33039 -6.35941 0.56946
H 6.66935 -5.85508 1.66132
H 5.47800 -8.21821 1.94145
H 4.16499 -7.34943 2.79734
H 5.89076 -7.33062 3.46376
C -7.57048 0.27923 3.57058
C -6.91579 1.68198 3.51423
C -5.61376 1.66378 4.33103
C -5.85720 1.62552 5.83867
C -6.79147 2.75167 6.27082
C -8.09795 2.81603 5.46256
N -7.86987 2.72549 3.99033
O -7.41789 3.90157 3.58150
C -9.05192 1.68655 5.90955
C -8.84650 4.10221 5.85719
C -6.57074 1.86282 2.02085
H -7.10579 -0.40100 2.85337
H -7.46213 -0.21116 4.53755
H -8.63229 0.32471 3.32117
H -5.01415 2.55092 4.09795
H -5.00372 0.80136 4.04446
H -6.26766 0.65722 6.13964
H -4.90297 1.72254 6.36326
H -7.01900 2.64088 7.33495
H -6.25065 3.70000 6.17571
H -9.93542 1.64808 5.26815
H -9.40107 1.85582 6.93010
H -8.59407 0.70017 5.91800
H -8.23925 4.99830 5.72103
H -9.12399 4.07651 6.91327
H -9.76473 4.21997 5.27711
H -7.47771 1.84942 1.41149
H -5.92445 1.05438 1.67224
H -6.03542 2.79143 1.81818
C 6.67548 1.36173 1.94858
C 6.81229 0.53584 3.24647
C 5.52953 0.68996 4.08064
C 5.41102 2.06062 4.74454
C 6.66325 2.38713 5.55172
C 7.97000 2.22539 4.75861
N 8.03147 0.93809 4.00540
O 8.29909 -0.02381 4.87564
C 8.14384 3.40714 3.77938
C 9.14955 2.38500 5.73510
C 6.90614 -0.90994 2.73234
H 6.09470 0.81848 1.19855
H 6.14609 2.30407 2.08824
H 7.64826 1.57542 1.50108
H 5.49702 -0.07831 4.86117
H 4.65039 0.51991 3.45045
H 5.22937 2.83823 3.99664
H 4.53977 2.07047 5.40450
H 6.58665 3.40825 5.93575
H 6.68197 1.73501 6.43207
H 9.00753 3.24885 3.12928
H 8.31535 4.33825 4.32276
H 7.27455 3.59169 3.15203
H 9.09447 1.69084 6.57486
H 9.15833 3.38849 6.16596
H 10.10597 2.23436 5.22908
H 7.79360 -1.04381 2.10835
H 6.03139 -1.15813 2.12635
H 6.93934 -1.64396 3.53880
C -0.42990 3.83595 -7.45577
C -1.48979 2.79628 -7.01595
C -2.46075 2.54314 -8.18079
C -3.42033 3.70764 -8.42008
C -4.15096 4.08821 -7.13602
C -3.21523 4.32988 -5.94058
N -2.19268 3.25286 -5.78061
O -2.79696 2.20064 -5.24730
C -2.50943 5.69551 -6.08998
C -4.07933 4.50304 -4.67885
C -0.66412 1.52004 -6.76217
H 0.36287 3.36592 -8.04162
H -0.83219 4.61786 -8.09842
H 0.04849 4.30567 -6.59381
H -3.05090 1.64060 -7.98599
H -1.90011 2.34654 -9.09932
H -2.88518 4.57306 -8.82126
H -4.14960 3.42602 -9.18375
H -4.75695 4.98011 -7.31869
H -4.85905 3.28724 -6.89530
H -1.75733 5.83153 -5.30911
H -3.22557 6.51387 -5.99429
H -2.02875 5.84023 -7.05450
H -4.74683 3.65707 -4.50743
H -4.72011 5.38308 -4.76506
H -3.45857 4.63398 -3.78922
H 0.05736 1.68110 -5.95632
H -0.10793 1.24020 -7.65845
H -1.28402 0.66050 -6.50282
```

F_max = 3.69 eV/Å
Orbital gap (alpha / beta) = 7.1 / 7.3 eV
⟨S²⟩ = 3.763
2S+1 = 4
Total charge = +1
E = -2859.56480 a.u.

---

# 2
Formula: C5H6NO3
Source: the Open Molecules 2025 dataset
Level of theory: ωB97M-V/def2-TZVPD

Structure (XYZ):
```
15
C5H6NO3 (ωB97M-V/def2-TZVPD)
C -0.57404 0.22877 -1.34844
C -1.74485 -0.36455 -1.53943
C -1.91021 -0.09817 0.57618
C -0.26358 1.89478 0.54899
C 0.55814 -0.42406 0.73822
N -0.51450 0.46882 0.12342
O -2.19196 -0.20497 1.71579
O -0.12377 2.69983 -0.25044
O -2.45938 -0.61337 -0.43656
H 0.22034 0.74390 -1.98459
H -2.15388 -0.74352 -2.38891
H -0.14285 1.82800 1.63959
H 0.39286 -0.29055 1.78737
H 0.50589 -1.30884 0.30112
H 1.50400 0.00325 0.46546
```

F_max = 5.06 eV/Å
Orbital gap = 11.1 eV
SMILES = C[N@@+]1(C=O)C=COC1=O
Total charge = +1
E = -474.24925 a.u.
Energy above the lowest of the compared OMol25 structures with the same formula, charge and spin = 24.36 kcal per mole

---

# 3
Formula: C17H39BrIrN4Si2Te
Source: the Open Molecules 2025 dataset
Level of theory: ωB97M-V/def2-TZVPD

Structure (XYZ):
```
65
C17H39BrIrN4Si2Te (ωB97M-V/def2-TZVPD)
Ir 1.61761 1.36626 -0.95601
N 1.51794 2.92875 0.54784
C 2.85570 3.53840 0.82222
C 3.82433 2.39903 1.03785
N 3.77341 1.44740 -0.10655
C 4.76800 1.71636 -1.18442
C 4.19998 2.63934 -2.23940
N 2.93550 2.03256 -2.73877
H 0.84597 3.65466 0.30089
H 1.17510 2.53865 1.42586
H 2.80748 4.18151 1.70097
H 3.12132 4.16067 -0.02867
H 3.54206 1.84779 1.93756
H 4.83912 2.76792 1.19209
H 3.97970 0.52337 0.26250
H 5.02859 0.75702 -1.63628
H 5.68426 2.13073 -0.76133
H 4.91621 2.76886 -3.05157
H 3.97090 3.62749 -1.84728
H 3.18304 1.21417 -3.29256
H 2.47876 2.67403 -3.38496
Br -1.60527 0.59585 -5.95101
C -0.57565 -0.19791 -4.68549
C -0.22348 -1.56244 -4.78038
C 0.57035 -2.07835 -3.78510
C 0.99010 -1.24656 -2.74431
N 0.67178 0.07270 -2.64425
C -0.10077 0.58521 -3.58909
H -0.57149 -2.16566 -5.61166
H 0.87871 -3.11620 -3.79376
H 1.60986 -1.64721 -1.95230
H -0.37033 1.63377 -3.52967
C -5.27893 -0.16551 -0.11275
Si -4.91180 -0.35170 1.70191
C -4.28994 -2.05881 2.11088
C -6.21038 0.30211 2.83802
C -3.36857 0.87676 2.02955
Te -1.64080 0.39647 1.00318
C -0.73388 -0.92045 2.37825
Si 0.41550 -2.26028 1.64209
C -0.48505 -3.14836 0.26837
C 1.92271 -1.36380 0.89424
C 0.96797 -3.33652 3.03563
H -6.12154 -0.80711 -0.38182
H -4.43515 -0.46933 -0.74025
H -5.56181 0.85633 -0.37237
H -5.10509 -2.77511 1.97878
H -3.96544 -2.15036 3.15000
H -3.47658 -2.38573 1.45464
H -7.10528 -0.32074 2.74769
H -6.50165 1.32463 2.59321
H -5.90443 0.27122 3.88499
H -3.12726 0.83667 3.09403
H -3.67041 1.87949 1.72318
H -1.56392 -1.37257 2.92701
H -0.19142 -0.28096 3.08183
H -0.98122 -2.47622 -0.44118
H -1.25584 -3.80820 0.67323
H 0.20405 -3.78909 -0.28801
H 1.70482 -0.61580 0.09224
H 2.59011 -2.09396 0.42576
H 2.49551 -0.85433 1.67391
H 0.11721 -3.85677 3.48130
H 1.46140 -2.76873 3.82676
H 1.66833 -4.10140 2.69274
```

F_max = 0.69 eV/Å
Orbital gap (alpha / beta) = 7.3 / 3.6 eV
⟨S²⟩ = 8.783
2S+1 = 6
Total charge = +4
E = -4413.93852 a.u.
Energy above the lowest of the compared OMol25 structures with the same formula, charge and spin = 5.45 kcal per mole

---

# 4
Formula: C22H30FeN4O2
Source: the Open Molecules 2025 dataset
Level of theory: ωB97M-V/def2-TZVPD

Structure (XYZ):
```
59
C22H30FeN4O2 (ωB97M-V/def2-TZVPD)
Fe -0.84807 1.46744 -0.60510
C -3.56333 -2.40335 0.04823
O -2.11326 -2.18679 0.03716
C -1.71048 -0.97371 -0.11305
O -2.42082 0.01278 -0.31880
N 0.62060 -1.04270 -1.00679
N 0.86750 0.20816 -1.74198
H -3.69003 -3.43599 0.34630
H -3.95523 -2.23161 -0.95040
H -4.02476 -1.72507 0.75908
H 1.46354 -1.30092 -0.47606
H 1.01975 -0.03874 -2.71984
H 1.72206 0.61924 -1.36385
C -1.90896 3.47573 0.23380
C -0.61397 3.96459 0.84438
C -0.38092 5.32997 0.96359
C 0.82052 5.78627 1.46835
C 1.81564 4.87871 1.80392
C 1.62650 3.50811 1.67624
C 2.77645 2.56163 1.91357
C 0.37521 3.05268 1.24341
N 0.10092 1.66547 1.01419
C 0.25921 0.64141 1.87901
C 0.45664 0.87143 3.34350
C 0.12021 -0.64690 1.40926
C 0.21389 -1.89861 2.25157
N -0.32105 -0.72919 0.04284
C 0.35209 -2.22313 -1.88917
C -0.66479 -2.21906 -2.83829
C -1.54678 -1.05090 -3.22948
C -0.84819 -3.40993 -3.53681
C -0.04995 -4.51659 -3.30845
C 0.97545 -4.46193 -2.37493
C 1.19903 -3.30946 -1.64087
C 2.32846 -3.24758 -0.63708
H -2.70758 4.21167 0.30668
H -2.29987 2.57230 0.72301
H -1.82686 3.32437 -0.88240
H -1.14878 6.03488 0.66762
H 0.99564 6.84825 1.57373
H 2.77426 5.24316 2.15210
H 3.70501 3.11822 2.02011
H 2.89465 1.87509 1.06971
H 2.65908 1.95684 2.81194
H 0.58548 1.92539 3.57572
H 1.31121 0.31115 3.72400
H -0.42714 0.50814 3.87340
H -0.48301 -1.88895 3.09282
H 1.21209 -2.03602 2.67245
H -0.02452 -2.78142 1.65708
H -2.59944 -1.30887 -3.11527
H -1.39043 -0.81326 -4.28196
H -1.36979 -0.14188 -2.66071
H -1.63325 -3.45514 -4.28234
H -0.21371 -5.42336 -3.87601
H 1.61234 -5.32212 -2.21428
H 2.92289 -4.15582 -0.69019
H 1.97210 -3.16880 0.39438
H 3.02654 -2.42529 -0.83903
```

F_max = 0.92 eV/Å
Orbital gap (alpha / beta) = 7.5 / 7.1 eV
⟨S²⟩ = 6.015
2S+1 = 5
Total charge = +2
E = -2488.88246 a.u.
Energy above the lowest of the compared OMol25 structures with the same formula, charge and spin = 108.04 kcal per mole

---

Q: Which of these has the lowest F_max?
A: C17H39BrIrN4Si2Te